Here is a molecular structure, C24H39GeN7RhSSe2 from the OMol25 dataset. Energies are from ωB97M-V with the def2-TZVPD basis set.

Structure (XYZ):
```
75
Properties=species:S:1:pos:R:3:forces:R:3:mulliken_charge:R:1
Rh -0.10997 0.17347 -0.26546 0.15 -0.03 0.89 0.323
Se -1.19235 -1.06464 1.71924 0.05 0.13 -0.03 0.401
Se 1.06642 0.94290 -2.32694 0.06 -0.01 -0.03 -0.090
Ge -0.38388 -2.51929 4.55742 0.02 0.00 0.04 0.622
S -1.52799 1.99489 -0.07123 -0.13 -0.03 -0.48 -0.587
N 0.71229 -1.73107 -0.54447 -0.26 0.01 -0.49 0.582
N 1.39037 0.97085 1.03275 -0.03 -0.11 0.09 0.149
N -3.83709 2.04741 -1.36024 -0.01 -0.03 0.03 -0.441
N 0.01047 3.52924 -3.09473 0.05 0.04 -0.04 0.257
N -0.67030 1.95850 -4.41119 0.00 -0.01 -0.02 0.221
N -1.51852 -0.63863 -1.40121 0.12 0.13 -0.16 1.336
N -2.59783 0.15205 -1.71869 0.00 0.05 0.11 -0.952
C -0.06535 -0.95679 3.29799 0.03 -0.03 0.03 -1.137
C -2.29108 -2.63484 4.92317 0.00 0.03 -0.02 -1.243
C 1.77801 -2.30655 -0.00048 0.10 -0.01 -0.01 -0.381
C 0.26979 -4.04563 3.53418 0.00 0.03 -0.02 -1.182
C -1.12484 3.14650 -4.93293 -0.01 0.03 0.05 -0.478
C -0.69963 4.12931 -4.10540 -0.06 0.00 -0.02 -0.473
C -0.87525 0.66322 -5.05298 0.01 0.01 -0.01 -0.942
C 0.71239 4.25822 -2.04031 0.02 0.00 0.04 -0.829
C 3.41074 4.08582 0.72109 -0.03 0.02 -0.03 -0.740
C -1.30878 -1.80353 -1.90302 0.17 -0.12 0.21 0.230
C 0.02565 2.20033 -3.28260 -0.02 -0.11 0.07 -0.084
C -0.08231 -2.46958 -1.36996 -0.16 0.10 -0.02 1.123
C 3.58373 1.40393 0.00592 -0.02 0.03 -0.03 0.014
C 4.53434 3.61338 0.05915 0.01 -0.01 0.00 -0.611
C -2.19473 -2.48699 -2.88657 -0.01 -0.01 -0.01 -2.067
C 0.20162 -3.79120 -1.64869 0.02 0.00 -0.01 -1.012
C -2.67421 -0.02555 2.41190 -0.03 -0.04 -0.02 -1.165
C -2.73120 1.36393 -1.11111 0.07 -0.09 0.01 0.909
C 0.69400 -2.11256 6.11745 0.00 0.02 -0.01 -1.150
C 2.36368 3.22283 1.02100 0.00 0.01 -0.01 -0.468
C 1.32193 -4.38574 -1.07387 0.02 0.04 0.03 -0.730
C 2.46334 1.89235 0.65692 -0.04 -0.01 -0.04 0.567
C 4.62139 2.27251 -0.29548 0.00 0.01 0.00 -0.782
C 2.11996 -3.63187 -0.23633 -0.04 -0.02 -0.04 -1.162
H 0.10158 -4.97384 4.07942 -0.01 0.01 0.02 0.437
H -2.65506 -1.72942 5.41001 -0.01 -0.01 0.00 0.368
H 1.55760 -5.42099 -1.28028 0.00 0.00 0.00 0.495
H -2.87067 -2.82282 4.01793 0.00 0.00 0.00 0.408
H -1.85339 0.26206 -4.78633 0.02 0.01 0.00 0.291
H -0.22661 0.01620 3.76382 -0.01 0.00 0.00 0.626
H -3.96521 2.95432 -0.93546 -0.01 -0.01 0.01 0.252
H 3.00039 -4.04833 0.23243 0.00 0.00 0.00 0.534
H 0.90653 5.26596 -2.39639 0.01 0.00 0.01 0.380
H 5.35259 4.28452 -0.16270 0.00 0.00 0.00 0.452
H 2.39810 -1.69795 0.64407 0.00 0.04 -0.01 0.540
H 1.34336 -3.95417 3.36089 0.00 -0.01 -0.02 0.329
H 0.36966 -1.18188 6.58222 0.00 0.00 0.00 0.390
H 3.65600 0.35653 -0.26707 0.00 -0.01 0.00 0.300
H -0.83122 0.79838 -6.13040 0.01 -0.01 0.00 0.410
H -3.34276 -0.24756 -2.27439 -0.02 0.01 0.03 0.274
H 1.65243 3.75692 -1.82795 0.02 0.00 0.03 0.290
H -2.81498 -1.79340 -3.45344 0.02 -0.01 0.02 0.536
H 0.88836 1.39685 1.81045 -0.03 0.00 -0.04 0.353
H -2.47653 -3.46652 5.60284 0.02 -0.01 0.00 0.408
H -0.24718 -4.12754 2.57562 0.01 0.00 -0.01 0.349
H 0.10165 4.29790 -1.14025 0.02 -0.01 -0.01 0.268
H -2.35861 0.98056 2.67124 0.02 0.00 -0.02 0.358
H 1.74773 -2.02609 5.85311 0.00 0.00 0.00 0.381
H -1.68754 3.19187 -5.84916 0.00 0.01 0.00 0.531
H 0.97783 -1.02581 2.98331 -0.01 -0.06 -0.03 0.237
H -4.62253 1.66549 -1.86672 0.02 0.03 -0.04 0.199
H -3.03221 -0.55834 3.28905 -0.02 0.01 0.01 0.350
H 5.50445 1.90072 -0.79686 0.00 0.00 0.00 0.438
H -0.44208 -4.36632 -2.29838 0.00 -0.01 0.00 0.505
H -3.45643 -0.00418 1.65705 0.00 0.02 0.02 0.321
H 0.59698 -2.90803 6.85599 -0.01 -0.01 -0.02 0.388
H -0.08782 -0.01652 -4.74229 -0.01 -0.01 0.00 0.339
H -0.82509 5.19666 -4.16048 0.00 0.00 -0.01 0.515
H 1.83483 0.16021 1.45727 -0.01 0.01 0.01 -0.032
H -1.59155 -3.03653 -3.60735 -0.02 0.00 -0.02 0.501
H -2.85000 -3.20374 -2.38525 0.01 0.00 0.01 0.370
H 3.35467 5.12298 1.02368 0.00 -0.01 0.00 0.450
H 1.49792 3.58465 1.56650 -0.01 0.01 0.00 0.435
```
Forces are in eV/Å.

Largest force on an atom = 0.90 eV Å⁻¹
Energy above the lowest of the compared OMol25 structures with the same formula, charge and spin = 2.26 kcal/mol
Spin multiplicity = 1
HOMO-LUMO gap = 7.12 eV
Net charge = +3
LUMO = -9.14 eV

Here is 4 unconnected molecules or ions with the total composition C9H22Cl2O5 at a distorted geometry from the OMol25 dataset. Energies are from ωB97M-V with the def2-TZVPD basis set.

Structure (XYZ):
```
38
Properties=species:S:1:pos:R:3:forces:R:3:nbo_charge:R:1
Cl -4.04868 -4.61810 0.97736 0.37 0.33 0.09 0.001
Cl -5.27041 -6.96885 -0.12901 0.52 -0.30 0.13 -0.042
O -5.53457 2.76032 -1.94146 -0.40 -0.26 0.36 -0.710
O 2.12397 3.40102 4.91136 -0.66 1.40 1.38 -0.524
O 1.63221 -2.10726 -2.21617 0.21 -0.64 0.45 -0.720
O -2.94271 1.86885 -3.31810 1.36 0.45 -0.22 -0.725
O 2.61918 -0.69241 -4.69434 1.36 0.88 0.19 -0.734
C -4.78595 1.57270 -1.72704 -0.13 -0.60 -2.37 -0.090
C 3.43450 -1.05843 -3.52890 -1.59 -0.90 -1.07 -0.105
C 3.50527 3.20903 4.75591 0.78 -1.28 -1.40 -0.058
C 2.45364 1.13812 4.50502 -3.05 -0.75 -1.67 -0.436
C -4.09710 1.11521 -3.07488 0.54 0.12 1.80 -0.089
C 1.40872 2.34476 4.33421 1.72 -1.32 -0.67 -0.061
C -3.83385 -5.89920 -0.18275 -0.46 -0.36 -1.24 -0.405
C 2.72780 -2.34615 -3.07710 1.63 0.40 0.41 -0.082
C 3.77791 1.69089 4.84192 0.25 0.96 1.35 -0.438
H -3.73526 0.10531 -2.88183 0.01 -0.15 -0.16 0.173
H 0.38426 2.13349 4.64070 0.29 0.32 1.50 0.191
H -3.08886 2.81422 -3.23739 -0.18 -0.02 -0.08 0.454
H -4.97756 3.39386 -2.39969 0.00 0.09 0.07 0.452
H 3.50110 -2.96113 -2.61676 -0.36 -0.08 1.10 0.169
H 4.57392 1.38577 4.16267 -0.03 0.01 0.18 0.213
H 4.17204 3.76239 5.41720 -0.76 0.39 0.18 0.196
H 1.16328 2.56011 3.29427 0.82 0.08 -0.65 0.149
H 1.79288 -0.27654 -4.43768 0.11 0.12 0.27 0.463
H 1.08793 -1.35846 -2.47047 0.21 -0.01 -0.40 0.465
H 4.02992 1.44645 5.87383 0.27 -0.20 -0.07 0.203
H -5.41977 0.71547 -1.50002 -0.63 0.50 0.36 0.181
H 2.45721 0.67277 3.51936 0.12 -0.46 0.10 0.206
H 3.56849 -0.29497 -2.76256 -0.87 0.17 0.17 0.180
H -3.85140 -5.55385 -1.21643 -0.03 0.59 0.32 0.220
H 3.79000 3.39764 3.72081 -0.02 0.87 -0.26 0.147
H 4.47564 -1.21485 -3.81117 -0.25 -0.39 -0.79 0.188
H 2.48806 -2.96616 -3.94093 -0.47 0.46 -0.32 0.176
H -4.09149 1.71005 -0.89821 0.42 -0.16 -0.26 0.174
H 2.03839 0.42276 5.21489 0.25 -0.01 0.02 0.213
H -2.87483 -6.40975 -0.09489 -0.39 -0.26 0.70 0.226
H -4.65406 1.10477 -4.01177 -0.97 0.03 0.50 0.179
```
Forces are in eV/Å.

Largest force on an atom = 3.55 eV Å⁻¹
Energy above the lowest of the compared OMol25 structures with the same formula, charge and spin = 42.39 kcal/mol
Spin multiplicity = 1
HOMO-LUMO gap = 9.86 eV
SMILES = C1CCOC1.ClCCl.OCCO.OCCO
LUMO = 0.21 eV